Entry from the Open Molecules 2025 dataset: the molecule C7H9N3S in a non-equilibrium geometry (ωB97M-V with the def2-TZVPD basis set).

DFT total energy ... -834.61818 Eh
F_max ... 3.35 eV/Å
Charge ... 0
SMILES ... Cc1cccnc1NC(N)=S

```
20
Properties=species:S:1:pos:R:3:lowdin_charge:R:1
C 1.30044 2.47459 -0.07346 -0.05
C 1.56826 0.99594 -0.08686 -0.21
C 2.85612 0.50195 0.00858 -0.04
C 3.09589 -0.85522 0.08179 -0.08
C 2.01698 -1.71228 0.12866 -0.14
C 0.58334 0.02053 -0.08171 -0.22
C -1.85558 -0.29392 -0.04465 -0.89
H 0.94606 2.81852 0.90895 0.09
H 2.24119 3.03694 -0.31911 0.09
H 0.52695 2.89511 -0.74862 0.09
H 3.72422 1.20520 -0.08072 0.13
H 4.14275 -1.28174 0.18966 0.13
H 2.15736 -2.77702 0.27096 0.11
H -1.03150 1.42470 0.07174 0.09
H -0.84344 -2.04715 -0.33282 0.06
H -2.67689 -2.12000 -0.28985 0.09
N 0.76186 -1.30143 0.06701 0.10
N -0.75913 0.46567 -0.01276 0.06
N -1.77370 -1.64625 -0.27160 0.09
S -3.38641 0.46437 0.14108 0.49
```

***

Entry from the Open Molecules 2025 dataset: a structure of composition C49H83Cl41N2O2S3 in a non-equilibrium geometry (ωB97M-V with the def2-TZVPD basis set).

DFT total energy ... -22238.69258 Eh
F_max ... 8.04 eV/Å
Charge ... 0

```
180
Properties=species:S:1:pos:R:3:lowdin_charge:R:1
C -2.04901 -1.82411 6.53777 -0.16
C -1.92906 -1.74933 4.89541 -0.27
C -2.97957 -2.74770 4.15072 -0.23
C -2.25179 -3.75148 3.06295 -0.22
C -2.30833 -3.11804 1.58320 -0.20
C -0.95345 -2.38359 1.11978 -0.16
C -1.35893 -1.38733 -0.08880 -0.14
C -1.10874 -1.75409 -1.57893 -0.09
C -1.45304 -0.78211 -2.77717 -0.34
C -2.11057 0.58121 -2.32158 -0.41
C -2.38781 0.94322 -0.84278 -0.02
C -2.01747 -0.03446 0.30430 -0.13
C -2.35549 0.41474 1.80072 -0.16
C -1.44672 1.63914 2.29506 -0.26
C -0.06006 1.15490 2.98989 -0.51
S 1.29312 0.99524 1.69264 0.62
S -2.57410 1.72085 -3.73389 0.79
C -1.13672 1.44277 -4.90149 -0.34
C -0.51465 2.61228 -5.74303 -0.03
C 0.69554 2.38140 -6.68764 -0.23
N 1.29482 3.48813 -7.51448 -0.05
C 1.77912 4.56743 -6.55780 -0.25
C 0.72139 5.77213 -6.36957 -0.20
C 1.42487 7.21123 -6.15497 -0.25
C 1.83463 7.48377 -4.62307 -0.14
C 1.25655 0.91728 -6.78379 -0.02
C 0.60532 -0.24312 -5.95166 0.01
C -0.59330 -0.03892 -4.97426 -0.15
N -1.25653 -1.05396 -4.18761 -0.13
C -1.11499 -2.44240 -4.60675 -0.19
C 0.29299 -3.17177 -4.41654 -0.17
C 1.41678 -2.38694 -3.59196 -0.22
C 2.84634 -2.49327 -4.31768 -0.27
S 4.10142 -3.55011 -3.46207 0.45
O 5.45233 -2.89407 -3.73244 -0.43
O 4.19641 -4.93404 -4.10181 -0.41
Cl 3.90210 -3.61829 -1.39542 0.38
H -1.10592 -1.31184 6.95887 0.07
H -2.12433 -2.91089 6.91126 -0.02
H -2.94819 -1.17113 6.84128 0.08
H -0.83578 -1.91568 4.57276 0.06
H -2.17015 -0.64704 4.63548 0.09
H -3.75394 -2.08728 3.61060 0.10
H -3.56920 -3.34496 4.93779 0.02
H -2.89925 -4.71175 3.02468 0.11
H -1.18553 -4.03417 3.39946 0.06
H -3.13930 -2.31560 1.54546 0.10
H -2.56985 -3.89825 0.78959 0.11
H -0.12254 -3.10876 0.82742 0.11
H -0.56895 -1.78573 2.03490 0.08
H -0.64679 -2.77838 -1.78564 0.10
H -2.85794 1.95137 -0.60136 0.11
H -2.30495 -0.51237 2.47318 0.07
H -3.45356 0.76178 1.82543 0.12
H -2.03565 2.26497 3.05806 0.02
H -1.14671 2.32675 1.41856 0.10
H 0.27799 1.89159 3.80531 0.08
H -0.24700 0.13089 3.46294 0.04
H 1.22593 -0.34662 1.27649 -0.14
H -0.96185 3.65483 -5.66973 0.04
H 0.48768 3.92190 -8.00947 0.10
H 1.89311 4.05772 -5.53458 0.11
H 2.79240 4.92104 -6.94641 0.10
H 0.10862 5.53168 -5.42401 0.10
H 0.01239 5.88553 -7.26948 0.11
H 0.61630 7.99578 -6.41132 0.10
H 2.30434 7.38061 -6.88751 0.11
H 2.83363 7.01979 -4.31630 0.07
H 1.04273 7.15868 -3.86207 0.08
H 1.96216 8.62721 -4.52349 0.04
H 2.14900 0.70723 -7.48095 0.07
H 1.04607 -1.27913 -6.10503 0.07
H -1.91161 -3.07488 -4.05605 0.10
H -1.40457 -2.52435 -5.72453 0.15
H 0.70434 -3.41478 -5.47258 0.11
H 0.08505 -4.21022 -3.94818 0.13
H 1.21373 -1.28458 -3.39194 0.12
H 1.47380 -2.88923 -2.54964 0.08
H 2.79101 -2.87878 -5.40702 0.07
H 3.31124 -1.43814 -4.39483 0.12
C -5.15603 -2.43049 -1.94632 -0.94
Cl -3.48471 -1.97981 -2.32883 0.77
Cl -5.92140 -3.27996 -3.29876 0.49
H -5.15506 -3.08380 -1.07409 0.03
H -5.72483 -1.52672 -1.72941 0.03
C -3.68395 4.82241 4.24116 -1.02
Cl -4.12009 4.19993 2.64471 0.52
Cl -2.83200 3.60103 5.19500 0.53
H -3.03650 5.68946 4.11805 0.04
H -4.59162 5.11128 4.76782 -0.07
C 0.23133 -4.79806 6.95843 -1.02
Cl -1.08548 -4.66681 5.78544 0.65
Cl -0.25024 -4.14832 8.53319 0.55
H 0.49876 -5.84786 7.07496 0.03
H 1.09048 -4.23758 6.59184 -0.07
C -1.32470 -5.40779 12.09184 -1.03
Cl -2.27344 -6.85997 12.43411 0.52
Cl -2.13101 -3.95954 12.70492 0.50
H -0.35092 -5.50024 12.57033 0.03
H -1.19857 -5.31358 11.01355 -0.02
C 5.70702 -6.92644 -2.39906 -1.02
Cl 4.49276 -8.12872 -1.94153 0.54
Cl 7.33995 -7.59687 -2.29179 0.55
H 5.52097 -6.60791 -3.42304 0.00
H 5.63064 -6.07236 -1.72805 0.00
C 3.12971 -3.53220 4.10196 -0.99
Cl 2.09263 -2.10160 4.04082 0.55
Cl 2.32892 -4.86711 4.94168 0.56
H 3.36318 -3.84374 3.08546 -0.02
H 4.04790 -3.28150 4.63137 0.04
C -4.30464 4.73716 8.60640 -1.02
Cl -5.41613 5.39190 7.39759 0.50
Cl -2.84316 5.72336 8.73141 0.50
H -4.80417 4.72051 9.57392 0.03
H -4.02490 3.72497 8.31766 0.02
C 3.31504 -6.87855 1.15089 -1.02
Cl 3.81400 -6.42236 2.78478 0.54
Cl 1.87296 -5.98511 0.65136 0.50
H 4.12580 -6.65755 0.45908 -0.02
H 3.09545 -7.94483 1.13221 0.03
C -8.47424 5.41246 4.60388 -1.05
Cl -8.06079 3.69379 4.61720 0.52
Cl -7.02291 6.41867 4.68824 0.50
H -9.01014 5.64064 3.68367 0.03
H -9.10491 5.63059 5.46099 -0.05
C -6.30640 -5.54503 5.62841 -1.01
Cl -6.41994 -4.79393 4.03195 0.51
Cl -4.98493 -4.84592 6.57094 0.53
H -7.24292 -5.38723 6.16118 0.03
H -6.12706 -6.61208 5.50547 0.03
C -9.16655 9.28390 6.40538 -1.01
Cl -9.60608 9.80063 8.03698 0.51
Cl -9.99649 7.78653 5.96326 0.56
H -9.44612 10.06448 5.69948 0.03
H -8.09104 9.11676 6.36442 0.02
C 4.96463 -3.51319 -7.73570 -0.99
Cl 5.36297 -3.61735 -9.45523 0.55
Cl 4.46103 -1.87715 -7.29445 0.54
H 4.15152 -4.20470 -7.51864 0.03
H 5.84349 -3.78233 -7.15158 0.04
C -3.46714 -10.05440 10.80895 -1.04
Cl -2.62261 -11.57042 11.14525 0.50
Cl -2.97611 -9.38058 9.25063 0.49
H -4.53939 -10.24343 10.79035 0.03
H -3.23240 -9.33725 11.59365 -0.03
C 3.16390 11.33825 -3.12408 -1.02
Cl 1.41793 11.57576 -3.25937 0.51
Cl 3.54227 9.94174 -2.10792 0.54
H 3.57687 11.17406 -4.11831 0.03
H 3.60903 12.22825 -2.68190 0.03
C 5.71307 8.66680 0.53957 -1.03
Cl 6.12004 6.94716 0.58264 0.51
Cl 7.16623 9.67027 0.62029 0.51
H 5.18643 8.88265 -0.38859 -0.05
H 5.07399 8.90065 1.38979 0.03
C -5.24232 4.36020 -5.38975 -0.99
Cl -6.46748 3.16738 -4.94220 0.51
Cl -3.61447 3.67892 -5.27211 0.51
H -5.41883 4.68103 -6.41541 0.03
H -5.31750 5.21391 -4.71788 0.03
C 9.11616 11.66534 2.99645 -1.05
Cl 9.60692 12.12521 4.63124 0.50
Cl 7.68387 12.56390 2.48168 0.48
H 9.93327 11.87837 2.30881 0.03
H 8.88933 10.60014 2.98153 0.01
C 6.91349 -10.67641 -4.28397 -1.04
Cl 5.69889 -11.87615 -3.82468 0.49
Cl 8.54594 -11.34618 -4.17700 0.50
H 6.72759 -10.35941 -5.30915 0.03
H 6.83776 -9.82184 -3.61333 -0.05
C 6.01625 1.96896 -6.21900 -1.01
Cl 4.27150 2.21845 -6.35385 0.57
Cl 6.38537 0.56767 -5.20577 0.50
H 6.42761 1.80593 -7.21412 0.03
H 6.46754 2.85453 -5.77387 0.03
C 2.44661 -4.82134 -11.32838 -1.05
Cl 1.06747 -4.69803 -10.22867 0.49
Cl 2.07401 -4.11050 -12.90333 0.50
H 3.29310 -4.29290 -10.89291 -0.05
H 2.69744 -5.87229 -11.46490 0.03
```

***

Entry from the Open Molecules 2025 dataset: the molecule C31H27ClN4O6 (ωB97M-V with the def2-TZVPD basis set).

DFT total energy ... -2328.25450 Eh
F_max ... 0.90 eV/Å
Charge ... 0
SMILES ... COc1ccc(C(=O)Nc2ccccc2C(=O)N[C@H](Cc2ccc(O)cc2)C(=O)NNC(=O)c2ccccc2Cl)cc1

```
69
Properties=species:S:1:pos:R:3:lowdin_charge:R:1
C -2.31349 -4.63379 0.02297 -0.08
H -1.94677 -4.46216 1.03943 0.10
H -3.02605 -3.84750 -0.24316 0.06
O -1.25371 -4.70532 -0.90312 -0.07
C -0.44883 -3.62730 -1.05500 -0.27
C -0.58880 -2.42600 -0.36527 -0.04
C 0.29053 -1.38717 -0.59876 -0.02
C 1.33714 -1.52004 -1.50497 -0.14
C 1.48221 -2.73492 -2.17826 -0.01
C 0.59900 -3.76647 -1.97079 0.02
H 0.70315 -4.70498 -2.49111 0.12
H 2.30468 -2.84720 -2.86794 0.12
C 2.36369 -0.47256 -1.72913 -0.42
O 3.49717 -0.73354 -2.08470 0.07
N 1.92697 0.79911 -1.47061 0.15
C 2.65957 1.99231 -1.51732 -0.16
C 3.70627 2.16698 -2.41519 0.00
C 4.35684 3.38486 -2.49621 -0.07
C 3.95617 4.45114 -1.70799 -0.08
C 2.92383 4.28261 -0.80380 -0.01
C 2.28919 3.05335 -0.67672 -0.07
C 1.26730 2.90382 0.39837 -0.43
O 0.38823 3.71778 0.63155 0.07
N 1.42099 1.77846 1.13322 0.12
H 2.17532 1.13751 0.91735 0.10
C 0.70265 1.49051 2.35688 -0.19
C 1.54435 0.57402 3.26845 -0.07
C 2.19129 -0.54274 2.49443 -0.24
C 3.39697 -0.32762 1.83047 -0.06
C 3.93369 -1.29208 0.99729 -0.01
C 3.28235 -2.50872 0.83220 -0.33
C 2.11907 -2.76095 1.55501 -0.01
C 1.57547 -1.78151 2.36097 -0.03
H 0.64739 -1.96613 2.87865 0.11
H 1.64254 -3.72148 1.44318 0.12
O 3.74677 -3.46461 -0.00743 0.06
H 4.43720 -3.09061 -0.57023 0.11
H 4.84937 -1.09459 0.45765 0.12
H 3.93938 0.59852 1.97548 0.12
H 2.31064 1.18036 3.75479 0.12
H 0.87928 0.16610 4.02951 0.12
H 0.50687 2.44532 2.86599 0.16
C -0.67543 0.88004 2.05060 -0.43
O -1.09969 -0.16395 2.51080 0.06
N -1.39039 1.63682 1.19872 0.12
N -2.66766 1.22600 0.83096 0.09
C -3.41821 1.94827 -0.03049 -0.46
O -3.03619 2.99572 -0.50929 0.09
C -4.77635 1.37639 -0.29042 -0.16
C -5.85767 2.25138 -0.23258 -0.01
C -7.14374 1.80946 -0.47781 -0.07
C -7.36495 0.48176 -0.80504 -0.07
C -6.30069 -0.39762 -0.89740 -0.10
C -5.01497 0.05034 -0.64015 -0.58
Cl -3.70415 -1.06812 -0.82467 0.77
H -6.46087 -1.42824 -1.17307 0.10
H -8.36538 0.12812 -1.00146 0.11
H -7.97096 2.49954 -0.42021 0.11
H -5.66187 3.28526 0.00696 0.12
H -2.94001 0.34875 1.25877 0.12
H -1.11541 2.57340 0.88409 0.12
H 2.60197 5.09545 -0.17049 0.12
H 4.44852 5.40752 -1.79287 0.10
H 5.17007 3.50538 -3.19587 0.11
H 4.00079 1.34263 -3.04299 0.11
H 0.97042 0.89484 -1.16285 0.13
H 0.16588 -0.48920 -0.01221 0.09
H -1.35894 -2.29107 0.37626 0.08
H -2.80998 -5.60162 -0.02339 0.10
```